[1]
A cluster of 2 separate species, CH2BrF2P in total, computed with the ωB97M-V functional and the def2-TZVPD basis.

Properties
* HOMO level (spin up / spin down): -8.944 / -10.259 eV
* Kohn-Sham gap (spin up / spin down): 8.30 / 8.50 eV

The geometry in ORCA input format:
```
! wB97M-V def2-TZVPD RIJCOSX def2/J DEFGRID3
* xyz 0 1
C 0.2963 -0.8445 0.2786
F -0.4215 -1.8872 0.7726
F 1.4658 -1.3799 -0.2864
P -0.5854 0.0882 -1.1625
Br -1.8836 1.1881 0.1584
H 0.4417 0.0069 0.9441
H 0.6865 2.8284 -0.7048
*
```

=====

[2]
An isolated molecule of CH2BrI, computed with the ωB97M-V functional and the def2-TZVPD basis.

Properties
* HOMO level: -9.842 eV
* SMILES string: BrCI
* Kohn-Sham gap: 9.67 eV

The geometry in ORCA input format:
```
! wB97M-V def2-TZVPD RIJCOSX def2/J DEFGRID3
* xyz 0 1
Br -0.1395 1.0275 -1.5713
C 0.1431 -0.1157 -0.0570
I -0.8207 0.4180 1.8378
H 1.1965 -0.3145 -0.0900
H -0.3793 -1.0153 -0.1196
*
```

=====

[3]
A structure of composition CH2BrIO2S, computed with the ωB97M-V functional and the def2-TZVPD basis.

Properties
* HOMO level: -10.342 eV
* Kohn-Sham gap: 8.49 eV

The geometry in ORCA input format:
```
! wB97M-V def2-TZVPD RIJCOSX def2/J DEFGRID3
* xyz 0 1
C -0.4454 -0.7332 0.6173
O 1.6352 0.6884 0.1120
O -0.4742 1.7883 -0.5586
S 0.3566 0.6380 -0.4907
Br -0.8499 0.2430 2.1966
I 0.6340 -0.1362 -2.9230
H 0.5019 -1.3011 0.6253
H -1.3583 -1.1872 0.4210
*
```

=====

[4]
A cluster of 2 separate species, CH2BrNO in total, computed with the ωB97M-V functional and the def2-TZVPD basis.

Properties
* HOMO level (spin up / spin down): -8.205 / -8.488 eV
* Kohn-Sham gap (spin up / spin down): 7.99 / 8.06 eV

The geometry in ORCA input format:
```
! wB97M-V def2-TZVPD RIJCOSX def2/J DEFGRID3
* xyz 0 1
C 0.0324 0.6810 -0.0172
N 0.4510 -1.3868 -0.5036
O 0.3492 -2.0649 0.4289
Br -1.8317 0.8321 0.0408
H 0.4833 1.1325 -0.8857
H 0.5158 0.8061 0.9368
*
```

=====

[5]
A cluster of 2 separate species, CH2BrNO4 in total, computed with the ωB97M-V functional and the def2-TZVPD basis.

Properties
* HOMO level: -10.555 eV
* SMILES string: O=C(O)Br.O=NO
* Kohn-Sham gap: 10.46 eV

The geometry in ORCA input format:
```
! wB97M-V def2-TZVPD RIJCOSX def2/J DEFGRID3
* xyz 0 1
O -1.3138 0.3666 -0.9798
C -1.0358 1.4738 -0.6593
O -0.6946 1.8079 0.5175
Br -1.1609 3.0743 -1.7585
H -0.6574 0.9671 1.1158
O 0.2668 -0.8541 0.9720
N 0.6526 -1.6988 0.2530
O 1.9215 -2.1257 0.5443
H 2.0214 -3.0111 -0.0049
*
```

=====

[6]
A structure of composition CH2BrO2S, computed with the ωB97M-V functional and the def2-TZVPD basis.

Properties
* HOMO level (spin up / spin down): -2.332 / -2.329 eV
* Kohn-Sham gap (spin up / spin down): 5.22 / 5.21 eV

The geometry in ORCA input format:
```
! wB97M-V def2-TZVPD RIJCOSX def2/J DEFGRID3
* xyz -1 1
C 0.0902 -0.3076 0.6827
O 4.8344 1.6565 0.6452
O 4.9232 -0.3258 -0.8417
S 4.4454 0.2362 0.4443
Br 1.8697 -0.8480 -0.0690
H -0.6277 0.0597 -0.1512
H -0.4729 -1.1791 1.0903
*
```

=====

[7]
An isolated molecule of CH2Cl2, computed with the ωB97M-V functional and the def2-TZVPD basis.

Properties
* HOMO level: -10.919 eV
* SMILES string: ClCCl
* Kohn-Sham gap: 11.88 eV

The geometry in ORCA input format:
```
! wB97M-V def2-TZVPD RIJCOSX def2/J DEFGRID3
* xyz 0 1
Cl 1.2836 1.1192 -0.0740
C -0.0298 -0.0193 -0.1063
Cl -1.0696 -0.1563 1.3672
H -0.5386 0.0956 -1.0634
H 0.3545 -1.0392 -0.1235
*
```

=====

[8]
An isolated molecule of CH2Cl2NO2P, computed with the ωB97M-V functional and the def2-TZVPD basis.

Properties
* HOMO level: -10.377 eV
* Kohn-Sham gap: 11.11 eV

The geometry in ORCA input format:
```
! wB97M-V def2-TZVPD RIJCOSX def2/J DEFGRID3
* xyz 0 1
C -1.3385 0.1509 0.0402
N 1.8242 -0.1199 0.0353
O -0.5380 -0.3316 -1.1105
O -0.5629 -0.2844 1.0532
P 0.5254 -1.1236 -0.0194
Cl -2.9403 -0.5692 0.0232
Cl -1.4900 1.8980 -0.0222
H 1.7749 0.8898 0.0589
H 2.7452 -0.5099 -0.0586
*
```

=====

[9]
An isolated molecule of CH2Cl2O3, computed with the ωB97M-V functional and the def2-TZVPD basis.

Properties
* HOMO level (spin up / spin down): -8.057 / -11.171 eV
* Kohn-Sham gap (spin up / spin down): 8.59 / 7.43 eV
* <S²>: 2.01

The geometry in ORCA input format:
```
! wB97M-V def2-TZVPD RIJCOSX def2/J DEFGRID3
* xyz 0 3
C 0.9672 0.3980 -0.8351
O 1.1757 0.1681 0.4752
O -0.3815 0.7465 -1.0592
O 1.9397 1.2665 -1.3674
Cl 1.3391 -1.2321 -1.4696
Cl 1.7171 2.8636 -0.7681
H 1.7329 0.9397 0.8554
H -0.7819 0.2072 -1.7433
*
```

=====

[10]
A structure of composition CH2Cl3N3, computed with the ωB97M-V functional and the def2-TZVPD basis.

Properties
* HOMO level: -9.577 eV
* Kohn-Sham gap: 9.35 eV

The geometry in ORCA input format:
```
! wB97M-V def2-TZVPD RIJCOSX def2/J DEFGRID3
* xyz 0 1
C 0.0146 0.2809 -0.2113
N 0.0865 1.4388 -0.7399
N 0.4930 -0.7318 -1.0011
N -0.4737 0.0132 1.1271
Cl 0.0782 2.9068 0.1751
Cl 0.7122 -0.9616 1.9988
Cl -1.9182 -0.9200 1.2926
H 0.8985 -0.3265 -1.8069
H 0.1091 -1.6997 -0.8343
*
```

=====

[11]
An isolated molecule of CH2Cl4N2, computed with the ωB97M-V functional and the def2-TZVPD basis.

Properties
* HOMO level: -10.201 eV
* SMILES string: ClN[C@H](Cl)N(Cl)Cl
* Kohn-Sham gap: 9.67 eV

The geometry in ORCA input format:
```
! wB97M-V def2-TZVPD RIJCOSX def2/J DEFGRID3
* xyz 0 1
Cl 2.1464 1.2061 0.3508
N 1.3231 -0.1958 -0.3533
C 0.1310 -0.4510 0.3313
Cl -0.4713 -2.0313 -0.4100
N -0.8038 0.5949 0.1785
Cl -1.4150 0.8672 -1.4942
Cl -2.1952 0.5257 1.2353
H 1.1162 -0.0483 -1.2931
H 0.1687 -0.4676 1.4548
*
```

=====

[12]
An isolated molecule of CH2ClFO2, computed with the ωB97M-V functional and the def2-TZVPD basis.

Properties
* HOMO level: -11.277 eV
* SMILES string: OC(O)(F)Cl
* Kohn-Sham gap: 11.70 eV

The geometry in ORCA input format:
```
! wB97M-V def2-TZVPD RIJCOSX def2/J DEFGRID3
* xyz 0 1
O -0.7348 -0.0419 0.8129
C -0.5029 -0.9013 -0.1399
O 0.4027 -0.4872 -1.0156
F -0.1193 -2.1569 0.3371
Cl -2.1984 -1.0340 -0.9190
H -1.5867 0.1418 1.1798
H 0.4638 0.5118 -1.0217
*
```

=====

no.,largest force on an atom (eV Å⁻¹)
1,2.4
2,1.8
3,3.3
4,2.0
5,4.2
6,2.9
7,1.8
8,2.4
9,6.5
10,3.1
11,3.0
12,3.9